[1]
Molecular formula: C34H39F5N8O6S2Ta
Method: DFT, ωB97M-V with the def2-TZVPD basis set

ORCA input file:
```
! wB97M-V def2-TZVPD RIJCOSX def2/J DEFGRID3
* xyz 3 1
Ta -0.14 1.15 0.21
S -1.09 -4.64 0.88
S -2.37 2.06 -0.22
F -3.66 2.49 -5.92
F -1.54 0.96 -5.11
F -4.45 3.77 -1.48
F -0.91 0.87 -2.46
F -5.09 3.89 -4.10
O 2.46 0.86 -0.04
O -1.04 0.35 1.55
O 1.41 -4.61 -2.64
O 3.02 -3.37 -1.90
O -2.38 -3.99 1.02
O 0.08 -3.84 1.18
N 1.03 4.71 -2.04
N 1.98 2.42 3.82
N 1.86 -3.65 -2.06
N 1.10 1.51 2.02
N -0.26 3.56 1.17
N 0.07 -0.82 -0.71
N -0.46 -2.81 -1.50
N 0.69 2.69 -1.22
C -1.07 -6.16 1.84
C 0.50 3.99 -1.05
C -2.68 2.30 -1.93
C -4.07 3.15 -3.71
C 2.21 4.08 -4.18
C 2.33 1.68 -4.44
C -1.97 1.61 -2.90
C 2.59 2.97 -4.91
C 1.72 1.45 -3.22
C 3.72 0.79 -0.79
C 1.24 -1.48 -1.05
C 2.95 -1.06 4.69
C 1.30 2.63 2.69
C 1.36 2.56 -2.46
C -0.95 -1.67 -1.00
C -1.68 0.05 2.84
C 0.92 -2.68 -1.54
C 1.67 0.47 2.80
C -2.95 0.86 2.96
C -3.34 2.43 -4.65
C -2.27 1.65 -4.24
C -2.40 -1.43 -0.84
C -3.74 3.08 -2.37
C 2.90 0.31 4.90
C -1.90 -1.45 2.91
C -0.32 4.53 0.06
C 1.72 -0.91 2.59
C -0.13 -6.08 3.03
C 2.37 -1.65 3.56
C 1.59 3.84 -2.97
C -1.24 -4.03 -1.79
C 0.79 3.91 2.16
C 2.24 1.05 3.93
C -0.96 -5.18 -0.82
H 2.22 -1.08 -0.94
H -1.17 3.59 1.63
H 2.24 3.13 4.48
H -1.01 -4.34 -2.81
H 3.07 3.10 -5.87
H 0.40 4.54 2.96
H 2.39 5.09 -4.55
H 4.26 -0.11 -0.49
H -1.72 -5.95 -0.99
H 2.61 0.83 -5.05
H 1.00 5.72 -2.11
H -0.79 -6.95 1.15
H -2.88 -1.33 -1.82
H -2.11 -6.31 2.13
H -2.65 -1.77 2.19
H -0.97 -2.00 2.72
H -2.25 -1.70 3.91
H 0.03 -5.62 -0.97
H 2.43 -2.73 3.44
H -2.29 -3.75 -1.75
H -3.69 0.53 2.23
H -0.94 0.37 3.57
H 1.51 0.44 -2.90
H 4.31 1.67 -0.57
H -2.59 -0.52 -0.27
H 0.91 -5.97 2.71
H -3.37 0.71 3.95
H -2.86 -2.26 -0.31
H -0.38 -5.25 3.68
H 1.59 4.46 1.66
H -0.22 -7.00 3.60
H 3.34 0.77 5.77
H 1.26 -1.40 1.74
H -2.77 1.93 2.83
H 0.00 5.53 0.37
H -1.35 4.61 -0.28
H 2.73 0.76 0.89
H 3.49 0.75 -1.84
H 3.45 -1.68 5.41
*
```

Values from the calculation:
- energy above the lowest of the compared OMol25 structures with the same formula, charge and spin (eV) = 1.2463
- LUMO level (eV) = -9.224
- E_HOMO (eV) = -16.2

***

[2]
Molecular formula: C22H54BO26
Method: DFT, ωB97M-V with the def2-TZVPD basis set

ORCA input file:
```
! wB97M-V def2-TZVPD RIJCOSX def2/J DEFGRID3
* xyz -1 1
O 3.51 -1.38 -4.61
O 2.15 5.98 -0.32
O -0.86 1.23 -1.49
O 1.53 0.72 5.09
O -5.02 0.43 0.77
O -4.94 -1.48 4.69
O 1.15 -6.87 1.94
O -0.69 -2.92 -2.24
O -2.84 -3.51 4.83
O -2.91 1.74 -4.87
O -0.32 -0.32 0.22
O 4.22 5.56 1.96
O 1.98 0.16 0.29
O 1.23 -2.18 0.46
O 1.96 2.04 -1.03
O 0.94 -0.59 2.25
O 1.73 2.34 2.73
O 5.03 2.40 0.28
O 1.32 -4.02 1.86
O -4.78 -1.22 -1.45
O 1.09 -2.04 4.00
O 3.47 -5.75 3.52
O -2.15 4.19 -6.02
O -2.33 -5.07 -3.68
O -0.14 4.68 -2.00
O 1.84 1.05 -4.64
C 1.41 1.11 -0.42
C 0.01 4.65 -0.63
C 1.89 -7.65 2.81
C 0.76 5.88 -0.17
C 2.09 -1.42 -4.65
C -2.10 -3.28 -2.00
C -1.24 3.31 -5.20
C -2.58 -2.26 4.33
C 0.53 1.71 4.88
C 3.44 -7.03 2.99
C 1.27 -2.78 1.65
C -1.93 2.48 -4.20
C 1.50 -0.15 -3.95
C 4.90 3.82 0.41
C -3.97 -1.82 3.79
C 1.05 -1.74 2.77
C 4.33 4.20 1.71
C -3.77 0.51 -0.01
C -0.07 0.70 -0.72
C -2.89 -3.91 -3.20
C -4.11 0.13 -1.44
C 1.15 2.74 3.97
B 0.99 -0.77 0.79
H 2.47 6.31 -1.16
H -3.42 1.54 -0.04
H 1.79 -1.41 -5.69
H 5.81 4.42 0.27
H -0.42 1.27 4.56
H -2.03 -4.00 -1.18
H 0.49 3.76 -0.22
H 2.56 -5.44 3.60
H 1.93 -8.65 2.37
H 1.68 -2.30 -4.16
H 2.78 1.17 -4.46
H -2.23 -4.81 -4.60
H -0.96 4.63 -0.13
H 1.75 3.31 4.68
H 0.19 2.10 5.84
H -3.21 0.09 -2.05
H -0.45 3.79 -4.63
H -5.48 -0.18 0.18
H 4.18 4.07 -0.36
H 1.86 1.39 2.63
H 1.96 0.01 -2.97
H 0.43 -0.28 -3.80
H -2.52 3.01 -3.45
H -3.62 -3.48 5.39
H -4.33 -2.66 3.19
H 4.90 3.70 2.49
H 0.32 3.44 3.87
H -2.19 -1.57 5.07
H -1.83 -2.31 3.55
H -4.78 0.80 -1.98
H -5.57 -0.93 4.23
H 1.40 0.00 4.47
H 3.62 5.92 1.30
H -3.16 -3.24 -4.02
H -0.40 -2.25 -1.62
H -3.21 2.35 -5.55
H 0.38 5.96 0.85
H 1.37 -7.65 3.77
H 0.28 6.69 -0.71
H 4.32 2.05 -0.26
H 4.01 -7.72 3.60
H -1.26 1.86 -3.60
H 3.87 -7.00 1.99
H 0.59 4.17 -2.37
H -0.68 2.61 -5.83
H -1.75 5.06 -5.95
H -2.91 -0.01 0.41
H 3.28 3.91 1.73
H -3.89 -0.92 3.18
H -5.10 -1.30 -2.35
H 3.71 -2.07 -3.97
H -3.69 -4.45 -2.70
H -2.69 -2.41 -1.71
H 1.07 -5.96 2.25
*
```

Values from the calculation:
- energy above the lowest of the compared OMol25 structures with the same formula, charge and spin (eV) = 1.3185
- LUMO level (eV) = 1.730
- E_HOMO (eV) = -7.4

***

[3]
Molecular formula: C34H102CdN8O15
Method: DFT, ωB97M-V with the def2-TZVPD basis set

ORCA input file:
```
! wB97M-V def2-TZVPD RIJCOSX def2/J DEFGRID3
* xyz 0 1
Cd -0.31 0.12 3.70
O 1.00 -0.75 5.15
O 0.11 -1.43 2.36
O -2.57 4.08 -3.29
O 3.11 5.41 -0.43
O -1.76 3.69 2.99
O 7.05 -0.88 -0.54
O -3.36 -4.50 -0.65
O -2.00 -1.11 4.26
O 2.98 -2.58 2.76
O -4.22 3.94 -1.07
O 0.40 -1.52 -3.28
O -1.57 1.01 2.13
O -3.56 2.79 1.32
O -0.33 -3.97 3.44
O 1.29 -4.83 -1.57
N -4.04 1.26 -1.74
N -1.26 3.41 0.13
N 1.25 1.53 3.31
N 5.57 -3.30 -0.72
N 1.64 3.36 1.02
N -3.30 -1.41 -3.01
N 3.05 -4.66 1.72
N -5.04 -3.09 0.98
C -4.52 5.29 -0.73
C 2.13 0.12 5.20
C -2.03 4.08 -0.90
C 1.02 -3.40 1.03
C 2.37 -4.84 -0.65
C -3.28 -2.66 2.63
C 2.54 4.24 -1.02
C 1.63 -5.08 -2.95
C -5.19 1.56 -3.87
C -4.28 2.21 -2.82
C -2.34 3.56 -4.57
C 2.63 3.08 0.01
C -2.50 -5.40 -1.32
C -3.01 -4.37 0.74
C 2.39 1.67 -0.57
C -1.74 -0.01 -4.28
C -1.90 5.59 -0.72
C -2.01 -1.40 -3.69
C -0.90 -1.72 -2.69
C 5.66 -0.90 -0.24
C 3.52 -2.12 -1.10
C 1.48 -1.34 -2.37
C 7.73 -0.04 0.38
C -1.66 3.61 -2.31
C -0.32 -1.04 1.06
C 1.87 -4.67 0.80
C 2.42 0.75 3.80
C -3.56 -3.00 1.18
C 1.07 -1.83 6.07
C -4.81 3.52 -2.26
C 2.81 6.59 -1.15
C 5.04 -2.01 -1.15
C 3.66 1.66 3.89
C -1.48 0.03 1.10
H -2.32 -1.85 4.79
H -2.45 -5.18 -2.39
H -4.93 1.07 -1.28
H -2.74 -6.46 -1.17
H -1.28 3.46 -4.81
H 3.66 3.15 0.38
H 1.78 -2.62 5.80
H 5.36 -1.74 -2.16
H 1.50 1.73 -1.20
H -3.58 1.77 -1.00
H -5.99 1.07 -3.31
H -2.70 2.37 1.13
H -1.47 2.41 0.16
H 6.57 -3.30 -0.91
H -2.53 0.24 -4.99
H 2.59 -0.08 3.11
H -5.60 5.45 -0.70
H 0.53 -0.63 0.51
H 8.75 0.06 0.01
H -2.21 -2.67 2.85
H -3.11 3.92 -0.78
H 1.62 -2.53 0.83
H -4.54 0.97 -4.51
H 1.60 1.92 2.43
H 2.99 -0.45 5.53
H 3.58 -5.50 1.54
H 2.84 -5.82 -0.78
H 2.07 -2.28 2.63
H -3.54 -5.13 1.33
H -0.86 -2.77 -2.37
H -3.39 -0.50 -2.57
H 1.95 1.00 5.83
H -0.88 5.89 -0.98
H 3.03 6.43 -2.21
H -1.67 2.82 2.56
H 0.71 -5.08 -3.53
H 3.67 -3.92 1.41
H 3.15 -2.26 -0.09
H -1.98 -4.49 1.08
H 0.66 -3.34 2.05
H -1.77 0.68 -3.43
H 0.43 -4.46 3.12
H -4.74 4.30 -3.04
H -0.71 -1.84 0.43
H 5.44 -3.36 0.28
H -5.90 3.44 -2.09
H 3.46 7.40 -0.82
H -3.60 -1.62 2.75
H 2.95 -3.60 2.59
H 4.48 1.03 4.26
H 0.09 -2.22 6.31
H 0.23 -3.43 0.28
H 3.30 1.46 -1.14
H -3.70 -3.30 3.41
H 1.73 4.32 1.33
H -1.03 -1.03 -1.85
H 3.54 2.36 4.72
H -3.21 -2.17 0.56
H 7.73 -0.60 1.32
H 7.40 0.98 0.55
H -2.13 5.93 0.29
H -2.03 -2.24 -4.40
H -1.52 0.52 0.12
H 3.09 -1.18 -1.42
H -1.49 2.53 -2.26
H -5.14 -3.61 0.11
H -2.59 3.62 3.49
H 1.65 -2.33 -1.97
H -0.35 -3.15 2.91
H 5.41 -1.05 0.81
H -2.54 -1.15 3.43
H 3.00 4.05 -2.00
H 1.45 -1.41 7.00
H -2.68 4.31 -5.30
H 1.37 2.38 3.87
H 2.11 -6.05 -3.06
H 0.75 3.27 0.53
H -1.54 3.72 1.05
H -4.11 5.97 -1.47
H -2.44 -0.50 1.18
H -4.07 5.39 0.26
H 1.77 6.89 -1.00
H -3.86 3.12 0.45
H 5.24 0.06 -0.54
H 3.12 -2.93 -1.69
H -5.66 2.31 -4.51
H 2.17 0.87 0.13
H -2.89 2.64 -4.74
H 3.08 -4.03 -0.95
H 1.49 4.45 -1.25
H 1.17 -5.49 0.99
H -1.47 -5.23 -0.99
H 2.22 -4.23 -3.31
H -0.61 3.88 -2.51
H -0.73 0.04 -4.68
H -3.33 2.50 -3.28
H -2.54 6.14 -1.41
H 1.21 -0.60 -1.62
H -3.21 -2.04 -2.22
H 4.00 2.01 2.91
H 2.44 -1.08 -2.81
H -5.30 -2.15 0.68
*
```

Values from the calculation:
- LUMO level (eV) = 0.456
- E_HOMO (eV) = -7.1

***

no.,Kohn-Sham gap (eV),DFT total energy (Eh)
1,7.0,-3560.38486
2,9.2,-2851.79269
3,7.5,-3090.45587